Entry from the Open Molecules 2025 dataset: an isolated ion of composition C4H13N3P and charge +1 (the ωB97M-V functional and the def2-TZVPD basis).

Last column: Löwdin charge in e.
Geometry (Å):
C1 -3.22258 -0.79991 0.43617  -0.030
N1 -2.04317 -1.21682 -0.35432  0.045
C2 -0.95227 -0.62682 -0.72971  -0.157
N2 -0.37133 0.42331 -0.23775  0.110
C3 1.08190 0.72657 -0.46048  -0.465
C4 1.28707 2.14947 -0.26550  -0.082
N3 1.96576 -0.13847 0.37812  -0.294
P1 2.11274 -1.85398 -0.00278  0.831
H1 -2.98449 -0.26061 1.41061  0.111
H2 -3.89799 -0.18717 -0.13837  0.088
H3 -3.88670 -1.53780 0.90185  0.098
H4 -2.27698 -2.07671 -0.78452  0.144
H5 -0.41571 -1.13735 -1.49745  0.133
H6 -0.65635 1.04087 0.55681  0.181
H7 1.38488 0.34536 -1.48581  0.154
H8 1.05906 2.56914 0.78832  0.119
H9 0.74138 2.86316 -0.91946  0.097
H10 2.38060 2.45603 -0.46406  0.125
H11 2.15974 0.03313 1.31523  0.041
H12 3.46606 -1.82501 -0.19565  -0.116
H13 2.25316 -2.23146 1.26703  -0.134

Computed properties:
- Total charge: +1
- Orbital gap: 9.57 eV
- SMILES: CN/C=[NH+]/[C@@H](C)NP
- Lowest unoccupied orbital energy: -3.12 eV



Entry from the Open Molecules 2025 dataset: C3H2Cl2GdInO4 as an isolated structure (the ωB97M-V functional and the def2-TZVPD basis).

Last column: Mulliken spin population.
Geometry (Å):
Gd1 -0.60449 1.43544 -1.06291  5.189
In1 1.07001 -1.61599 0.83515  0.483
Cl1 1.08023 -0.24639 -1.85286  0.608
Cl2 -1.32926 -0.08448 0.79711  0.029
C1 0.54074 -0.24894 3.50273  0.028
C2 0.06590 1.97919 -3.79702  0.194
C3 -0.74637 3.68441 -2.65575  0.070
O1 0.08419 -1.17208 4.00142  0.001
O2 0.31469 2.31344 -4.86969  -0.018
O3 -0.81377 4.62298 -3.33660  0.019
O4 0.47910 -3.51709 2.65355  0.423
H1 -0.25540 -4.15074 2.37366  -0.010
H2 0.11444 -2.99975 3.41120  -0.015

Computed properties:
- Total charge: +4
- Multiplicity: 8
- Orbital gap (alpha / beta): 6.10 / 3.69 eV
- Expectation value of S²: 15.901
- Lowest unoccupied orbital energy (alpha / beta): -20.22 / -22.74 eV



Entry from the Open Molecules 2025 dataset: a 2-piece molecular cluster, C5H8NO overall (the ωB97M-V functional and the def2-TZVPD basis).

Last column: Löwdin charge in e.
Geometry (Å):
C1 0.32642 -1.28264 1.03818  0.130
C2 -0.69706 1.62415 -0.54100  0.130
C3 -2.25861 -0.80317 -0.23792  0.106
C4 0.64386 -0.29596 0.15452  -0.349
C5 1.97391 0.24838 -0.22911  -0.002
N1 -0.51666 0.41513 -0.11769  -0.041
O1 -3.12268 -0.39661 0.40042  0.260
H1 -0.78716 -1.51922 1.28521  0.089
H2 0.96179 -1.99886 1.56364  0.090
H3 0.12012 2.26710 -0.55787  0.077
H4 -1.77035 1.92282 -0.67388  0.123
H5 -1.85094 -1.44646 -0.94914  0.140
H6 2.70505 0.50375 0.52339  0.105
H7 1.80031 1.15989 -0.80725  0.077
H8 2.47200 -0.39829 -0.85150  0.065

Computed properties:
- Total charge: +1
- Orbital gap: 8.96 eV
- Lowest unoccupied orbital energy: -5.10 eV



| no. | E_tot (eV) |
| --- | --- |
| 1 | -18110.36041 |
| 2 | -62328.15452 |
| 3 | -8841.67629 |